Entry 1:
Below is a structure of composition C21H22ClN3O6Ru, with properties calculated with ωB97M-V with the def2-TZVPD basis set.

Atoms and positions in Å:
Ru -0.05209 1.00723 -1.02416
Cl 2.73554 1.54340 5.55010
C 2.35273 1.39484 3.88735
C 3.31432 0.87245 3.00347
C 3.04634 0.74481 1.66093
C 1.78834 1.08958 1.17631
O 1.56494 0.94282 -0.12767
C 0.82707 1.63979 2.05164
C -0.40020 2.14153 1.57402
O -0.80376 2.13612 0.38007
C 1.13366 1.79650 3.41568
H 4.27778 0.57655 3.39747
H 3.77869 0.34820 0.97052
H -1.06438 2.63406 2.28510
H 0.40953 2.23180 4.09236
O -1.78286 1.64174 -2.00130
C -1.52373 1.99014 -3.38777
C -0.20594 2.71381 -3.39701
C 0.14699 3.59385 -4.39653
C 1.40527 4.17748 -4.36230
C 2.27072 3.86787 -3.32350
C 1.85311 2.98642 -2.35017
N 0.63589 2.42004 -2.38696
H -2.59434 1.12066 -1.91850
H -2.33279 2.62246 -3.74678
H -1.46641 1.07948 -3.98602
H -0.55270 3.81866 -5.19004
H 1.70427 4.87005 -5.13758
H 3.25736 4.30352 -3.26235
H 2.48722 2.71199 -1.51969
C -3.72600 -2.55737 1.04031
C -2.53209 -3.14281 1.78335
C -1.17890 -2.83285 1.10959
C -0.01705 -3.44985 1.92782
C 1.36353 -3.18475 1.33965
C -1.16647 -3.50571 -0.26061
O -1.39740 -4.65935 -0.43748
N -0.82079 -2.69939 -1.39563
C -0.63144 -1.39842 -1.27260
O -0.29932 -0.60472 -2.25091
N -0.75758 -0.71654 -0.13883
C -0.97835 -1.32156 1.10083
O -0.99703 -0.65496 2.10170
H -4.65187 -2.79666 1.55980
H -3.81271 -2.96498 0.02989
H -3.66695 -1.46695 0.97642
H -2.61627 -4.22738 1.84723
H -2.48093 -2.75214 2.79940
H -0.20576 -4.52179 1.98899
H -0.09119 -3.04233 2.93617
H 1.48214 -3.63828 0.35260
H 2.13540 -3.61026 1.97852
H 1.56929 -2.11230 1.25385
H -0.73285 -3.15647 -2.29677

## Properties
total energy: -1983.7148 Eh
Kohn-Sham gap (spin up / spin down): 5.5883 / 5.5473 eV
multiplicity: 1
total charge: +2

In elementary charge units, the natural (NBO) charges are: atom 1 (Ru): 1.36, atom 2 (Cl): 0.12, atom 3 (C): -0.03, atom 4 (C): -0.13, atom 5 (C): -0.18, atom 6 (C): 0.33, atom 7 (O): -0.46, atom 8 (C): -0.21, atom 9 (C): 0.47, atom 10 (O): -0.49, atom 11 (C): -0.13, atom 12 (H): 0.26, atom 13 (H): 0.25, atom 14 (H): 0.22, atom 15 (H): 0.26, atom 16 (O): -0.65, atom 17 (C): -0.11, atom 18 (C): 0.21, atom 19 (C): -0.21, atom 20 (C): -0.09, atom 21 (C): -0.22, atom 22 (C): 0.08, atom 23 (N): -0.46, atom 24 (H): 0.54, atom 25 (H): 0.24, atom 26 (H): 0.23, atom 27 (H): 0.26, atom 28 (H): 0.26, atom 29 (H): 0.26, atom 30 (H): 0.23, atom 31 (C): -0.63, atom 32 (C): -0.37, atom 33 (C): -0.27, atom 34 (C): -0.38, atom 35 (C): -0.62, atom 36 (C): 0.72, atom 37 (O): -0.48, atom 38 (N): -0.62, atom 39 (C): 0.79, atom 40 (O): -0.59, atom 41 (N): -0.65, atom 42 (C): 0.74, atom 43 (O): -0.57, atom 44 (H): 0.25, atom 45 (H): 0.21, atom 46 (H): 0.19, atom 47 (H): 0.24, atom 48 (H): 0.24, atom 49 (H): 0.25, atom 50 (H): 0.24, atom 51 (H): 0.21, atom 52 (H): 0.25, atom 53 (H): 0.18, atom 54 (H): 0.46

Entry 2:
Below is the molecule C21H22N2O4, with properties calculated with ωB97M-V with the def2-TZVPD basis set.

Atoms and positions in Å:
C -2.45049 -4.66398 -0.10249
H -3.52380 -4.63573 0.06840
H -1.99195 -5.30599 0.64370
H -2.26741 -5.09040 -1.08791
C -1.87441 -3.24836 -0.01129
O -2.49411 -2.39278 -0.95953
H -2.38528 -2.76677 -1.84144
C -2.16004 -2.63985 1.36023
H -3.23400 -2.57002 1.51027
H -1.74225 -1.63836 1.42189
H -1.72197 -3.24905 2.14439
C -0.34745 -3.30017 -0.27659
N 0.19141 -1.97400 -0.44155
C 0.81296 -1.32334 0.55816
O 1.20784 -1.85396 1.57450
C 1.00837 0.18393 0.29225
N -0.29296 0.82228 0.13994
C -0.83634 1.60613 1.16312
O -0.29681 1.83446 2.21212
C -2.14853 2.06746 0.65453
C -3.11920 2.84910 1.24438
C -4.26813 3.11582 0.50513
C -4.43066 2.61256 -0.77632
C -3.45011 1.82374 -1.37052
C -2.31152 1.56346 -0.63796
C -1.11608 0.75971 -0.97098
O -0.87552 0.15385 -1.99152
H -3.57005 1.42502 -2.36538
H -5.33506 2.83482 -1.32259
H -5.04743 3.72444 0.93877
H -2.98686 3.23472 2.24303
C 1.92170 0.47735 -0.90958
C 3.37815 0.56806 -0.53721
C 4.15819 1.59429 -1.05567
C 5.50359 1.68748 -0.74671
C 6.08766 0.75463 0.09213
C 5.31781 -0.26958 0.61602
C 3.97332 -0.36582 0.30236
H 3.38729 -1.16708 0.72339
H 5.76502 -0.99990 1.27401
H 7.13699 0.82694 0.33743
H 6.09489 2.49201 -1.15944
H 3.70865 2.32855 -1.70993
H 1.79004 -0.29478 -1.67251
H 1.61265 1.42739 -1.35345
H 1.43989 0.61681 1.20340
H -0.18693 -1.43829 -1.21547
H 0.16189 -3.76764 0.56725
H -0.14747 -3.87589 -1.18674

## Properties
total energy: -1223.9843 Eh
Kohn-Sham gap: 8.4666 eV
SMILES string: CC(C)(O)CNC(=O)[C@@H](Cc1ccccc1)N1C(=O)c2ccccc2C1=O
multiplicity: 1
total charge: 0

In elementary charge units, the natural (NBO) charges are: atom 1 (C): -0.63, atom 2 (H): 0.22, atom 3 (H): 0.22, atom 4 (H): 0.20, atom 5 (C): 0.24, atom 6 (O): -0.73, atom 7 (H): 0.47, atom 8 (C): -0.62, atom 9 (H): 0.22, atom 10 (H): 0.21, atom 11 (H): 0.22, atom 12 (C): -0.25, atom 13 (N): -0.64, atom 14 (C): 0.68, atom 15 (O): -0.62, atom 16 (C): -0.15, atom 17 (N): -0.47, atom 18 (C): 0.69, atom 19 (O): -0.53, atom 20 (C): -0.14, atom 21 (C): -0.16, atom 22 (C): -0.19, atom 23 (C): -0.19, atom 24 (C): -0.18, atom 25 (C): -0.06, atom 26 (C): 0.69, atom 27 (O): -0.58, atom 28 (H): 0.23, atom 29 (H): 0.22, atom 30 (H): 0.22, atom 31 (H): 0.23, atom 32 (C): -0.41, atom 33 (C): -0.04, atom 34 (C): -0.20, atom 35 (C): -0.21, atom 36 (C): -0.22, atom 37 (C): -0.22, atom 38 (C): -0.17, atom 39 (H): 0.22, atom 40 (H): 0.21, atom 41 (H): 0.21, atom 42 (H): 0.21, atom 43 (H): 0.21, atom 44 (H): 0.23, atom 45 (H): 0.22, atom 46 (H): 0.27, atom 47 (H): 0.43, atom 48 (H): 0.24, atom 49 (H): 0.19

Entry 3:
Below is the molecule C21H22N2O5 at a distorted geometry, with properties calculated with ωB97M-V with the def2-TZVPD basis set.

Atoms and positions in Å:
C -4.56145 -2.46870 -1.55326
C -5.40412 -2.80696 -0.32941
C -5.54856 -1.64564 0.65946
O -4.35140 -1.38814 1.36814
C -3.44247 -0.47799 0.93589
C -3.59648 0.41249 -0.12218
C -2.59513 1.31559 -0.42772
C -1.41671 1.34615 0.30457
C -1.25218 0.45030 1.35809
C -2.25338 -0.44138 1.67060
H -2.13714 -1.13664 2.48671
H -0.33790 0.43778 1.93225
N -0.38992 2.25549 -0.03187
C -0.02695 2.56684 -1.30679
O -0.47593 2.07476 -2.31535
C 1.07613 3.61412 -1.23042
H 1.87349 3.38852 -1.93763
C 1.52954 3.60297 0.23148
H 1.79128 4.59837 0.59312
C 2.76456 2.72315 0.45089
O 3.77665 3.16349 0.94762
N 2.57796 1.43722 0.05395
C 3.46244 0.35389 0.12144
C 4.75649 0.47062 0.61189
C 5.60803 -0.62953 0.66581
C 5.12340 -1.83304 0.21772
C 3.82204 -1.95234 -0.27466
C 2.97134 -0.87964 -0.33417
H 1.96938 -0.98270 -0.71913
O 3.59316 -3.24785 -0.65020
C 4.79345 -3.94398 -0.38678
O 5.74246 -3.05571 0.16039
H 4.59602 -4.75967 0.32723
H 5.18433 -4.37089 -1.32458
H 6.61143 -0.53853 1.04471
H 5.10370 1.43007 0.95465
H 1.68273 1.20493 -0.35533
C 0.30650 3.03888 0.97135
H 0.59162 2.42754 1.82955
H -0.34502 3.84600 1.32991
H 0.64810 4.57943 -1.50817
H -2.72561 1.99405 -1.25501
H -4.49063 0.42057 -0.72382
H -6.26967 -1.92619 1.43460
H -5.92155 -0.74901 0.15588
H -6.40644 -3.10353 -0.64494
H -4.95346 -3.64751 0.20165
H -4.48853 -3.33636 -2.20469
H -5.01032 -1.65586 -2.12014
H -3.55529 -2.17543 -1.26330

## Properties
total energy: -1299.1629 Eh
Kohn-Sham gap: 8.5027 eV
SMILES string: CCCOc1ccc(N2C[C@@H](C(=O)Nc3ccc4c(c3)OCO4)CC2=O)cc1
multiplicity: 1
total charge: 0

In elementary charge units, the natural (NBO) charges are: atom 1 (C): -0.61, atom 2 (C): -0.42, atom 3 (C): -0.06, atom 4 (O): -0.50, atom 5 (C): 0.30, atom 6 (C): -0.25, atom 7 (C): -0.19, atom 8 (C): 0.10, atom 9 (C): -0.20, atom 10 (C): -0.25, atom 11 (H): 0.23, atom 12 (H): 0.22, atom 13 (N): -0.46, atom 14 (C): 0.67, atom 15 (O): -0.60, atom 16 (C): -0.50, atom 17 (H): 0.25, atom 18 (C): -0.31, atom 19 (H): 0.25, atom 20 (C): 0.69, atom 21 (O): -0.60, atom 22 (N): -0.61, atom 23 (C): 0.15, atom 24 (C): -0.25, atom 25 (C): -0.24, atom 26 (C): 0.21, atom 27 (C): 0.32, atom 28 (C): -0.32, atom 29 (H): 0.23, atom 30 (O): -0.49, atom 31 (C): 0.24, atom 32 (O): -0.48, atom 33 (H): 0.16, atom 34 (H): 0.16, atom 35 (H): 0.23, atom 36 (H): 0.26, atom 37 (H): 0.41, atom 38 (C): -0.20, atom 39 (H): 0.21, atom 40 (H): 0.20, atom 41 (H): 0.24, atom 42 (H): 0.23, atom 43 (H): 0.21, atom 44 (H): 0.19, atom 45 (H): 0.17, atom 46 (H): 0.20, atom 47 (H): 0.21, atom 48 (H): 0.21, atom 49 (H): 0.20, atom 50 (H): 0.21

The relative energy (zero: lowest compared OMol25 entry of this formula, charge and spin) results, record by record, are as follows: 0.000 0.110 2.084 eV.